The following is a DFT calculation (ωB97M-V with the def2-TZVPD basis set) of C31H46N4P as an isolated structure in a non-equilibrium geometry.

**Frontier orbital gap**: 5.574 eV
**Lowest unoccupied orbital energy**: -3.68 eV
**Charge**: +1

Geometry (Å):
C1 -6.3210 -4.1045 1.3008
C2 -6.4121 -3.7608 -0.1804
C3 -5.0976 -3.0625 -0.5604
N1 -4.4818 -2.7143 0.7279
C4 -3.3487 -1.9451 0.8046
C5 -3.1134 -1.1893 1.9862
C6 -2.0188 -0.3461 2.0494
C7 -0.9709 -0.5846 1.1288
C8 0.2988 0.1912 1.1797
C9 1.5301 -0.6881 1.0969
C10 1.6680 -2.0387 1.5605
C11 2.9001 -2.6869 1.6279
C12 3.9884 -2.1063 0.8882
N2 5.1634 -2.7564 0.6153
C13 5.6391 -3.9241 1.3214
C14 7.0396 -4.2301 0.6938
C15 7.2176 -3.3157 -0.5260
C16 6.1461 -2.2333 -0.4139
C17 3.8805 -0.7331 0.4795
C18 2.6853 -0.0523 0.6062
C19 -1.1382 -1.3905 -0.0083
C20 -2.3581 -1.9834 -0.2168
C21 -5.1298 -3.3334 1.8876
H1 -7.2198 -3.8324 1.8430
H2 -6.1514 -5.1736 1.4303
H3 -6.5558 -4.6516 -0.7868
H4 -7.2357 -3.0713 -0.3631
H5 -4.4736 -3.7662 -1.1678
H6 -5.2653 -2.1454 -1.1804
H7 -3.8304 -1.1906 2.8179
H8 -1.8853 0.3716 2.8880
H9 0.4389 0.8494 2.0745
H10 0.8165 -2.5778 1.9938
H11 3.0234 -3.7023 2.0696
H12 5.7839 -3.7230 2.4035
H13 4.9861 -4.8158 1.2107
H14 7.8312 -3.9694 1.4157
H15 7.1461 -5.2788 0.3745
H16 8.1746 -2.7920 -0.5403
H17 7.0675 -3.8470 -1.4729
H18 5.6274 -2.0256 -1.3814
H19 6.5742 -1.2724 -0.0325
H20 4.7102 -0.2097 -0.0299
H21 2.6212 1.0048 0.3116
H22 -0.3525 -1.5876 -0.7410
H23 -2.5995 -2.5338 -1.1200
H24 -5.4235 -2.5540 2.6100
H25 -4.4512 -4.0340 2.4099
C22 -3.9615 1.8943 -1.4530
C23 -3.0459 2.9741 -0.8620
C24 -3.4058 4.3694 -1.4117
C25 -3.1175 2.9468 0.6514
N3 -1.6334 2.5976 -1.1862
P1 -0.3586 2.7679 -0.0274
H26 0.0901 1.1159 0.4123
N4 0.8037 3.0562 -1.2720
C26 2.0290 3.8733 -1.0392
C27 3.2045 3.1332 -1.6820
C28 2.1817 3.9340 0.4658
C29 1.8837 5.2913 -1.6241
C30 0.2031 3.0462 -2.5213
C31 -1.1506 2.7939 -2.4725
H27 -3.6983 0.9272 -1.0039
H28 -5.0063 2.1004 -1.1814
H29 -3.8801 1.8152 -2.5490
H30 -2.7238 5.1371 -1.0225
H31 -3.3938 4.3891 -2.5139
H32 -4.4215 4.6630 -1.0973
H33 -2.4693 3.6774 1.1409
H34 -4.1200 3.1821 0.9851
H35 -2.9083 1.9469 1.0311
H36 3.0944 3.0370 -2.7731
H37 4.1431 3.6546 -1.4534
H38 3.2781 2.1306 -1.2437
H39 1.3623 4.4445 0.9761
H40 2.3179 2.9444 0.8959
H41 3.0755 4.4825 0.7309
H42 1.0105 5.8044 -1.2001
H43 2.7647 5.9068 -1.3753
H44 1.8037 5.2719 -2.7224
H45 0.7943 3.3471 -3.3929
H46 -1.8692 2.8604 -3.2952

Atom charges from the Mulliken analysis, given in e for atoms 1 to 2: atom 1 (C): -0.59, atom 2 (C): -0.63

The following is a DFT calculation (ωB97M-V with the def2-TZVPD basis set) of C31H46N9O3RbS3Si as an isolated structure.

**Frontier orbital gap**: 5.360 eV
**Lowest unoccupied orbital energy**: 3.72 eV
**Charge**: -2

Geometry (Å):
Rb1 -0.2915 0.6262 -0.0961
C1 2.3938 4.4295 -1.7531
C2 1.6430 5.3248 -2.4877
C3 0.2615 5.2496 -2.4290
C4 -0.3239 4.2769 -1.6252
N1 0.4040 3.4185 -0.9148
C5 1.7221 3.4855 -0.9865
C6 -1.8109 4.1177 -1.5347
C7 -2.6855 5.0500 -2.0942
C8 -4.0464 4.8354 -1.9878
C9 -4.5032 3.7028 -1.3398
C10 -3.5649 2.8201 -0.8119
N2 -2.2559 3.0375 -0.9007
C11 -3.9882 1.5603 -0.1310
C12 -5.1560 0.9040 -0.5036
C13 -5.4756 -0.2912 0.1208
C14 -4.6142 -0.7966 1.0740
C15 -3.4655 -0.0755 1.3686
N3 -3.1698 1.0869 0.8042
H1 3.4743 4.4288 -1.7876
H2 2.1224 6.0640 -3.1182
H3 -0.3376 5.9243 -3.0237
H4 2.2665 2.7465 -0.4132
H5 -2.3152 5.9323 -2.5947
H6 -4.7465 5.5498 -2.4043
H7 -5.5618 3.5132 -1.2274
H8 -5.7733 1.2871 -1.3055
H9 -6.3633 -0.8393 -0.1710
H10 -4.7897 -1.7531 1.5478
H11 -2.7409 -0.4568 2.0792
N4 1.4676 -1.7319 -1.6124
C16 2.6369 -1.1285 -2.2700
C17 3.3021 -2.1358 -3.2003
C18 3.5083 -3.5276 -2.5980
C19 4.6726 -3.7175 -1.6190
N5 4.8547 -2.7855 -0.5259
C20 4.0849 -2.6673 0.6059
N6 2.8412 -3.2894 0.5202
N7 4.5723 -2.0262 1.6115
C21 2.3048 0.2225 -2.9786
O1 3.1385 0.6336 -3.8083
O2 1.2426 0.7804 -2.5932
H12 0.9732 -2.3335 -2.2664
H13 0.8120 -0.9670 -1.4873
H14 3.3451 -0.8510 -1.4824
H15 4.2410 -1.7105 -3.5607
H16 2.6608 -2.2391 -4.0833
H17 3.7060 -4.2373 -3.4121
H18 2.5875 -3.8731 -2.1246
H19 5.6080 -3.6816 -2.1855
H20 4.5942 -4.7279 -1.2037
H21 5.5763 -2.0924 -0.5982
H22 2.2566 -2.8196 -0.2039
H23 2.3408 -3.2259 1.3999
H24 4.1183 0.4372 1.4232
H25 3.8405 -1.8866 2.3040
C22 4.3518 0.2813 4.0968
C23 3.1049 0.8751 3.4785
S1 3.2630 1.4084 1.7901
C24 1.9617 1.1132 4.1451
C25 1.8560 0.7073 5.6025
S2 0.5388 1.9070 3.4818
H26 5.0237 -0.1049 3.3323
H27 4.1168 -0.5564 4.7564
H28 4.9021 1.0272 4.6830
H29 2.8232 0.5277 6.0745
H30 1.2697 -0.2139 5.6890
H31 1.3348 1.4849 6.1618
S3 -0.1336 -2.2991 2.2298
C26 -0.8572 -1.8647 3.6651
N8 -1.2875 -2.7752 4.6188
C27 -2.2392 -2.1172 5.5048
C28 -1.7496 -0.6697 5.4224
N9 -1.1762 -0.6370 4.0893
H32 -1.4669 -3.6987 4.2616
H33 -2.2029 -2.5200 6.5171
H34 -3.2658 -2.1972 5.1256
H35 -0.9867 -0.4599 6.1806
H36 -2.5508 0.0605 5.5269
H37 -0.6797 0.2161 3.7322
C29 -1.3605 -2.3490 -3.7686
Si1 -2.4715 -1.3113 -2.6182
C30 -2.6132 0.3559 -3.5242
C31 -4.1957 -2.1194 -2.8225
O3 -1.9765 -1.2127 -1.1241
H38 -1.8420 -2.5429 -4.7335
H39 -1.1207 -3.3132 -3.3079
H40 -0.4246 -1.8172 -3.9666
H41 -2.9042 0.2231 -4.5729
H42 -1.6440 0.8653 -3.5048
H43 -3.3527 1.0111 -3.0516
H44 -4.4358 -2.2941 -3.8774
H45 -4.9808 -1.4864 -2.3972
H46 -4.2231 -3.0814 -2.3004

Atom charges from the Mulliken analysis, given in e for atoms 1 to 2: atom 1 (Rb): 0.86, atom 2 (C): -0.79

The following is a DFT calculation (ωB97M-V with the def2-TZVPD basis set) of C31H47B2N15S3V as an isolated structure in a non-equilibrium geometry.

**Frontier orbital gap (spin up / spin down)**: 5.309 / 4.782 eV
**Multiplicity**: 2
**Lowest unoccupied orbital energy (spin up / spin down)**: -1.07 / -1.07 eV
**⟨S²⟩**: 0.75

Geometry (Å):
V1 -0.5923 -0.9886 -0.7227
N1 -2.4541 3.7961 2.7714
C1 -1.6837 2.4971 2.5066
C2 -0.2201 2.7979 2.2296
C3 0.1365 3.1019 0.7620
N2 0.8363 1.9428 0.2157
C4 -1.1207 3.3989 -0.0771
C5 -2.2077 2.3067 -0.0095
N3 -1.8873 1.2174 -0.9389
C6 -2.3683 1.7236 1.4057
H1 -2.0365 4.2930 3.5560
H2 -3.4236 3.5757 2.9942
H3 -2.4297 4.3895 1.9459
H4 -1.7416 1.9227 3.4340
H5 0.2794 1.8682 2.5170
H6 0.1443 3.5839 2.9008
H7 0.7615 4.0049 0.7342
H8 1.4946 1.5542 0.8810
H9 1.3375 2.1605 -0.6377
H10 -0.8321 3.5352 -1.1235
H11 -1.5348 4.3670 0.2360
H12 -3.1583 2.7643 -0.3133
H13 -1.8460 1.5976 -1.8769
H14 -2.6466 0.5310 -0.9164
H15 -1.8906 0.7392 1.4279
H16 -3.4234 1.5617 1.6489
C7 -1.4694 1.2942 -4.5646
N4 -2.6765 0.7151 -4.0173
C8 -3.9419 1.2594 -4.1117
C9 -4.7706 0.3935 -3.4941
N5 -4.0359 -0.6784 -3.0359
B1 -4.8301 -1.9102 -2.4266
N6 -3.9347 -3.0139 -1.8159
C10 -3.9573 -4.3269 -2.2353
C11 -3.2798 -5.0714 -1.3375
N7 -2.8373 -4.2075 -0.3566
C12 -2.1458 -4.6105 0.8579
C13 -3.2247 -2.9528 -0.6788
S1 -2.8636 -1.5458 0.2341
C14 -2.7486 -0.4745 -3.3476
S2 -1.3631 -1.4397 -3.0413
H17 -1.6602 2.3381 -4.8067
H18 -1.1567 0.7667 -5.4655
H19 -0.6652 1.2285 -3.8339
H20 -4.1295 2.1984 -4.6036
H21 -5.8359 0.4377 -3.3421
H22 -5.4372 -2.4088 -3.3435
H23 -5.5484 -1.4539 -1.5714
H24 -4.4647 -4.6190 -3.1374
H25 -3.0693 -6.1259 -1.3038
H26 -1.2965 -5.2437 0.6118
H27 -2.8326 -5.1487 1.5110
H28 -1.7868 -3.7220 1.3676
B2 1.5749 -4.9671 -0.1011
C15 0.7460 -3.6601 -0.3200
N8 0.1307 -2.6935 -0.4851
H29 1.0405 -5.8448 -0.7468
H30 1.5695 -5.2195 1.0832
H31 2.7019 -4.7435 -0.5049
C16 2.9083 -1.4605 0.4102
C17 2.6190 -1.0071 -0.9731
N9 1.4632 -0.6100 -1.4870
C18 1.7083 -0.3477 -2.8253
C19 3.0091 -0.5694 -3.1148
N10 3.5794 -1.0060 -1.9382
C20 4.9938 -1.2425 -1.7699
N11 5.7390 -0.0584 -2.1232
N12 6.6102 -0.0724 -3.1600
N13 7.0489 1.1080 -3.3608
C21 6.4500 1.9609 -2.4575
C22 6.5745 3.3393 -2.2735
C23 5.8136 3.9128 -1.2794
C24 4.9460 3.1464 -0.4779
C25 4.8135 1.7853 -0.6452
C26 5.5880 1.2102 -1.6538
H32 2.0641 -1.2748 1.0660
H33 3.7882 -0.9587 0.8210
H34 3.0858 -2.5397 0.4191
H35 0.9256 -0.0428 -3.4933
H36 3.5729 -0.4932 -4.0298
H37 5.3393 -2.0401 -2.4237
H38 5.1837 -1.5203 -0.7369
H39 7.2423 3.9194 -2.8965
H40 5.8829 4.9790 -1.1065
H41 4.3731 3.6442 0.2947
H42 4.1485 1.2002 -0.0218
C27 -1.6286 1.3148 6.7775
C28 -0.9418 0.1319 6.1488
C29 -0.4878 -0.9284 6.9121
C30 0.1680 -1.9358 6.2142
N14 0.3503 -1.9182 4.9085
C31 -0.1162 -0.8482 4.2191
S3 0.1128 -0.8313 2.5164
N15 -0.7709 0.1755 4.8296
H43 -1.8077 1.1426 7.8384
H44 -2.5838 1.5105 6.2866
H45 -0.9973 2.2008 6.6749
H46 -0.6338 -0.9718 7.9825
H47 0.5719 -2.7971 6.7406

Atom charges from the Mulliken analysis, given in e for atoms 1 to 2: atom 1 (V): 1.17, atom 2 (N): -0.01

Energy for every record listed, in sequence, given in eV: -48135.81356, -93492.19047, -114808.63508.